Entry 1:
21
Properties=species:S:1:pos:R:3:forces:R:3:lowdin_charge:R:1 method="wB97M-V/def2-TZVPD" total_charge=0 e_lumo_ev="1.015 / 0.730" molar_mass_g_mol=111.188 homo_ev="-6.48 / -6.35" e_above_lowest_kj_mol=648.04
C -0.499 -1.128 0.794 -2.31 -2.67 2.45 -0.34
C -0.168 0.178 -0.673 -1.04 -0.02 -3.59 -0.36
C 0.207 0.874 0.558 0.60 1.97 -3.38 -0.17
C -1.297 -0.785 -0.455 1.76 0.99 0.97 -0.09
C 0.749 -0.434 1.248 0.23 0.97 -0.24 -0.09
C 0.845 -0.229 -1.720 -0.03 0.43 0.27 -0.08
C 0.676 2.311 -0.497 1.02 -0.41 2.82 -0.01
N -1.260 -1.747 1.780 0.25 -0.73 0.64 0.07
H -0.583 1.354 1.134 -0.13 -0.45 -0.02 0.12
H -0.983 -2.647 2.147 -0.15 0.22 0.27 0.08
H -2.239 -1.505 1.872 0.17 -0.41 -0.36 0.08
H -2.264 -0.300 -0.292 -0.06 -0.04 0.27 0.11
H -1.423 -1.636 -1.140 0.21 0.23 0.11 0.11
H 0.883 -0.422 2.337 -0.31 0.02 -0.15 0.11
H 1.691 -0.785 0.809 -0.15 0.13 -0.17 0.10
H 0.591 0.180 -2.705 0.04 -0.02 0.00 0.08
H 1.853 0.116 -1.475 -0.04 0.03 -0.02 0.08
H 0.650 2.329 -1.585 -0.18 -0.87 0.13 0.05
H -0.012 3.072 -0.135 0.16 0.04 0.08 0.04
H 1.692 2.521 -0.170 0.05 0.53 -0.14 0.04
H 0.889 -1.319 -1.832 -0.09 0.07 0.07 0.08


Entry 2:
21
Properties=species:S:1:pos:R:3:forces:R:3:lowdin_charge:R:1 method="wB97M-V/def2-TZVPD" total_charge=0 e_lumo_ev=-1.194 molar_mass_g_mol=111.188 homo_ev=-7.24 e_above_lowest_kj_mol=913.56
C -0.148 0.958 -1.813 -2.48 -1.22 -0.26 -0.02
C 0.051 -0.466 -1.167 0.37 -0.03 -3.09 -0.54
C -1.096 -1.191 -0.535 0.47 0.11 -0.24 -0.18
C -1.187 -0.568 0.817 4.31 2.27 0.96 0.03
C 0.108 0.062 1.446 -5.68 -0.77 -0.82 -0.29
C 1.354 1.291 1.560 -5.56 0.95 -1.13 0.18
C -0.002 1.211 2.382 1.44 -0.24 -3.21 -0.19
N 0.798 -1.299 -2.064 2.31 1.23 -2.38 0.01
H -0.098 1.571 -0.930 0.01 1.00 0.05 0.05
H -1.195 1.075 -2.284 1.56 -0.17 0.62 0.10
H 0.594 1.254 -2.574 -0.15 -0.35 0.55 0.07
H 0.634 -0.224 -0.394 2.57 0.71 2.53 0.02
H -0.936 -2.264 -0.681 0.19 -0.08 0.69 0.11
H -1.867 -0.991 -1.238 -1.81 0.21 0.09 0.10
H -2.087 -0.139 1.183 -0.63 0.39 0.36 0.07
H 0.779 -0.676 1.728 1.92 -1.68 0.34 0.10
H 2.116 1.741 2.108 2.20 -0.77 1.52 0.01
H 0.034 0.825 3.328 0.18 0.15 2.98 0.06
H -0.855 1.851 2.124 0.44 -0.04 -0.08 0.12
H 1.267 -2.122 -1.657 -0.35 0.81 0.05 0.07
H 1.548 -0.584 -2.409 -1.31 -2.48 0.46 0.11


Entry 3:
21
Properties=species:S:1:pos:R:3:forces:R:3:lowdin_charge:R:1 method="wB97M-V/def2-TZVPD" total_charge=0 e_lumo_ev=1.035 molar_mass_g_mol=111.188 homo_ev=-7.64 e_above_lowest_kj_mol=159.80
C 0.559 1.885 2.445 0.16 0.35 0.60 0.00
C -0.101 0.750 2.278 -0.30 -0.09 -0.40 -0.18
C 0.124 -0.364 1.298 0.38 -1.20 0.36 -0.20
C -0.347 -0.066 -0.114 0.16 -0.37 0.85 -0.29
C -1.624 -0.259 -0.424 0.42 -0.39 -1.54 -0.15
N -2.053 -0.262 -1.770 -0.02 0.56 0.44 0.05
C 0.781 0.218 -1.068 -0.80 -0.06 0.47 -0.22
C 1.363 -1.078 -1.639 0.56 0.13 -0.78 -0.10
H 0.184 2.620 3.150 -0.12 -0.07 -0.04 0.05
H 1.501 2.187 2.001 0.00 -0.43 -0.32 0.05
H -1.047 0.615 2.792 0.03 0.29 0.28 0.09
H -0.346 -1.286 1.665 -0.74 0.41 0.07 0.11
H 1.134 -0.809 1.313 0.28 1.01 -0.36 0.12
H -2.368 -0.500 0.320 -0.09 -0.01 0.01 0.12
H -1.359 -0.439 -2.482 -0.16 -0.03 0.28 0.07
H -2.953 -0.642 -1.970 -0.20 -0.13 -0.02 0.07
H 0.495 0.887 -1.880 -0.07 0.07 0.04 0.11
H 1.485 0.752 -0.430 0.42 0.00 -0.41 0.10
H 1.066 -1.215 -2.685 0.03 0.12 0.06 0.06
H 1.055 -2.006 -1.157 0.08 0.23 0.45 0.08
H 2.451 -0.989 -1.643 0.00 -0.38 -0.04 0.07


Entry 4:
22
Properties=species:S:1:pos:R:3:forces:R:3:lowdin_charge:R:1 method="wB97M-V/def2-TZVPD" total_charge=+1 e_lumo_ev=-3.923 molar_mass_g_mol=125.195 homo_ev=-13.59 e_above_lowest_kj_mol=160.63
C 2.354 -1.307 -0.182 1.94 -0.60 1.32 -0.06
C 1.201 -0.360 -0.293 -0.24 0.04 1.19 -0.21
C 1.380 0.845 -0.865 -2.54 -1.49 1.56 -0.01
C 0.272 1.786 -0.963 -2.22 2.77 -1.76 -0.12
C -1.018 0.928 -1.105 2.43 2.04 2.24 -0.12
N -1.100 0.187 0.119 -0.39 -2.58 2.09 -0.05
C -2.371 -0.023 0.836 -0.39 2.01 -1.45 0.01
C -0.065 -0.574 0.492 0.19 0.32 -1.00 -0.19
N -0.158 -1.477 1.511 0.39 1.70 -0.98 0.22
H 3.081 -1.075 0.754 -2.01 -0.64 -1.68 0.14
H 3.083 -1.036 -1.027 -1.25 -1.21 0.92 0.11
H 1.976 -2.409 -0.105 1.18 1.91 -0.55 0.12
H 2.333 1.007 -1.147 2.95 1.11 -1.31 0.09
H 0.146 2.567 -0.113 0.48 -1.47 -1.08 0.16
H 0.238 2.457 -1.924 0.71 -1.26 1.64 0.16
H -1.829 1.555 -1.092 -2.04 1.52 -0.28 0.10
H -0.982 0.392 -1.989 0.02 -1.65 -1.55 0.12
H -2.434 0.188 1.865 0.74 1.17 1.38 0.09
H -3.254 0.422 0.376 0.61 0.74 -0.29 0.12
H -2.668 -0.985 0.827 -0.45 -3.85 -0.48 0.06
H 0.745 -1.796 1.871 -0.69 0.01 0.07 0.13
H -0.931 -1.290 2.152 0.60 -0.59 0.00 0.12


Entry 5:
24
Properties=species:S:1:pos:R:3:forces:R:3:lowdin_charge:R:1 method="wB97M-V/def2-TZVPD" total_charge=+1 e_lumo_ev=-6.770 molar_mass_g_mol=157.193 homo_ev=-14.29 e_above_lowest_kj_mol=792.69
C -2.221 2.893 -2.295 0.23 4.91 -1.13 -0.03
O -0.926 2.316 -2.382 1.41 0.37 -1.62 -0.07
N -0.659 1.775 -1.270 -0.08 -3.26 5.18 0.02
C 0.048 0.805 -0.860 1.07 0.69 -3.54 0.02
C -0.072 0.106 0.516 0.86 0.35 -0.70 -0.13
N -1.157 0.468 0.953 -1.42 1.19 0.15 0.08
O -2.114 1.123 0.890 0.23 -0.29 0.41 0.28
C 0.832 -1.057 0.914 -1.75 0.23 -0.77 -0.56
C 2.233 -0.705 0.588 0.61 -2.80 -0.99 -0.04
C 0.214 -2.165 -0.047 -0.22 -0.40 0.57 -0.01
C 0.661 -1.410 2.379 0.52 0.74 1.89 -0.03
H -2.883 2.111 -2.459 -1.62 -1.13 -0.04 0.06
H -2.247 3.674 -3.200 -0.11 -1.86 1.99 0.15
H -2.374 3.500 -1.324 0.31 -1.31 -1.52 0.13
H 0.767 0.219 -1.526 -0.88 0.80 0.96 0.17
H 2.376 -0.454 -0.448 0.31 -0.34 -0.51 0.08
H 2.653 0.045 1.128 0.65 2.64 1.85 0.07
H 2.859 -1.561 0.913 -0.23 0.13 -0.77 0.13
H 0.378 -1.860 -1.119 -0.30 -0.55 1.05 0.09
H 0.737 -3.165 0.148 -0.85 1.39 -0.33 0.12
H -0.924 -2.223 0.191 2.02 -0.27 -0.57 0.13
H 1.391 -0.791 3.099 -1.25 -1.75 -1.76 0.15
H -0.330 -1.124 2.784 0.24 -0.44 -0.39 0.08
H 0.757 -2.521 2.428 0.24 0.98 0.59 0.11


Entry 6:
26
Properties=species:S:1:pos:R:3:forces:R:3:lowdin_charge:R:1 method="wB97M-V/def2-TZVPD" total_charge=+1 e_lumo_ev=-3.862 molar_mass_g_mol=189.191 homo_ev=-14.37 e_above_lowest_kj_mol=290.43
C 0.015 -1.132 2.179 -2.18 1.68 0.38 0.01
C -0.601 -0.852 0.835 2.10 -0.01 1.18 -0.16
C -1.072 0.603 0.795 -1.00 -0.23 0.60 -0.29
O -1.897 1.197 1.448 1.66 -1.07 -1.19 0.20
N -0.328 1.184 -0.307 0.73 0.69 -1.45 -0.06
C 0.546 2.382 -0.093 -2.08 3.11 -1.15 0.03
C -1.528 1.533 -1.547 6.12 2.02 -2.22 -0.05
O -1.508 0.559 -2.391 -1.21 -2.64 -1.31 0.09
C 0.673 0.133 -0.794 -0.35 0.53 -0.49 -0.50
O 1.416 0.355 -1.690 0.54 0.82 -1.27 0.15
N 0.596 -0.909 -0.024 -1.08 -1.60 -0.15 0.03
C 1.258 -2.215 -0.449 1.04 1.37 0.68 -0.15
O 0.240 -3.023 -0.914 0.45 -0.83 -2.22 -0.03
H 0.966 -0.708 2.213 1.66 0.20 0.34 0.09
H -0.109 -2.105 2.442 0.63 -3.16 0.38 0.07
H -0.583 -0.696 2.931 -0.71 1.02 1.08 0.09
H -1.279 -1.627 0.574 -1.14 -0.21 -0.46 0.16
H -0.124 3.258 0.309 1.11 -1.55 -1.13 0.15
H 1.169 2.177 0.734 1.30 -0.32 0.51 0.09
H 1.073 2.673 -1.123 -1.08 -0.83 2.60 0.16
H -2.346 1.591 -0.982 -3.36 0.39 2.16 0.10
H -1.037 2.473 -1.949 -1.10 -0.74 0.77 0.17
H -1.023 0.552 -3.235 0.18 0.78 0.74 0.17
H 1.669 -2.813 0.461 0.07 1.89 -1.42 0.17
H 2.004 -1.783 -1.284 -1.29 -1.57 2.08 0.18
H 0.617 -3.449 -1.728 -1.00 0.28 0.97 0.14


Entry 7:
24
Properties=species:S:1:pos:R:3:forces:R:3:lowdin_charge:R:1 method="wB97M-V/def2-TZVPD" total_charge=+1 e_lumo_ev=-4.047 molar_mass_g_mol=173.261 homo_ev=-12.73 e_above_lowest_kj_mol=454.26
C 2.431 -0.429 -0.697 2.89 -0.17 -0.42 -0.21
C 2.662 -0.522 0.639 -1.54 0.78 0.28 -0.01
C 0.429 0.167 0.637 3.16 -1.30 -4.85 0.00
C -1.276 1.898 1.069 3.18 -3.40 1.19 0.04
C -1.591 -0.479 1.906 4.00 -1.66 0.08 -0.02
C -0.409 -1.131 -2.907 -1.19 0.64 -1.69 -0.21
C -0.958 0.356 0.707 -2.73 0.55 3.65 -0.31
N 1.242 -0.107 -1.097 -3.71 1.11 4.41 -0.14
N 1.442 -0.103 1.374 1.57 -0.87 -3.39 0.18
O -0.529 1.361 -2.002 -0.38 0.70 -0.34 -0.47
S 0.462 0.463 -2.565 -0.24 -1.36 0.67 0.97
H 3.259 -0.518 -1.445 -0.74 -0.19 0.79 0.16
H 3.599 -0.747 1.090 0.11 0.03 0.70 0.11
H -0.678 2.175 1.939 -0.12 -0.09 0.10 0.10
H -2.264 1.976 1.287 -2.83 0.70 -0.07 0.06
H -0.805 2.252 0.249 0.31 2.83 -2.70 0.03
H -1.166 -0.255 2.917 -0.23 0.49 -0.86 0.10
H -1.314 -1.569 1.813 -0.80 0.89 -0.24 0.10
H -2.603 -0.309 1.944 -2.37 0.17 -0.05 0.05
H -1.500 -1.089 -2.644 0.95 0.60 -0.39 0.08
H -0.049 -1.944 -2.332 0.95 -0.71 0.44 0.03
H -0.295 -1.331 -4.019 -0.18 0.18 1.38 0.08
H -1.430 0.059 -0.211 -0.11 0.14 -0.34 0.12
H 1.341 -0.176 2.347 0.06 -0.07 1.67 0.17


Entry 8:
23
Properties=species:S:1:pos:R:3:forces:R:3:lowdin_charge:R:1 method="wB97M-V/def2-TZVPD" total_charge=+1 e_lumo_ev=-5.039 molar_mass_g_mol=157.262 homo_ev=-12.54 e_above_lowest_kj_mol=220.71
C 0.804 2.209 -1.447 0.00 0.00 0.09 -0.08
C 1.442 1.807 -0.163 -0.02 0.00 0.23 -0.21
C -0.231 -1.468 -0.924 -0.58 -0.01 -0.38 -0.11
C 2.061 -1.078 -0.195 0.56 -0.58 0.10 -0.69
C -0.584 0.951 1.083 0.03 0.11 0.00 -0.09
C -1.087 -3.184 0.549 0.10 -0.37 0.63 -0.02
C 0.863 1.266 0.907 0.06 0.30 -0.08 -0.21
N -1.206 -2.252 -0.549 0.15 0.37 -0.38 0.05
N 0.928 -1.522 -0.331 0.17 -0.15 0.37 0.11
S 3.557 -0.906 0.104 -0.26 0.16 -0.19 0.95
H 1.299 1.717 -2.283 0.00 -0.01 -0.17 0.08
H 0.941 3.281 -1.590 -0.06 0.05 -0.10 0.09
H 2.503 2.016 -0.115 0.14 -0.02 0.10 0.10
H -0.393 -0.797 -1.764 -0.08 0.00 0.04 0.17
H -0.707 0.021 1.636 -0.10 -0.09 0.04 0.07
H -1.117 0.889 0.137 -0.14 0.01 -0.06 0.05
H -1.053 1.738 1.673 -0.15 -0.01 0.06 0.09
H -1.109 -2.653 1.503 -0.02 0.01 -0.07 0.10
H -1.912 -3.890 0.521 0.01 0.04 -0.08 0.10
H -0.143 -3.721 0.478 -0.04 -0.02 -0.04 0.10
H 1.468 1.078 1.784 0.19 0.02 0.05 0.10
H -2.095 -2.209 -1.033 0.20 0.18 -0.08 0.17
H -0.260 1.999 -1.476 -0.15 0.01 -0.07 0.06


Entry 9:
23
Properties=species:S:1:pos:R:3:forces:R:3:lowdin_charge:R:1 method="wB97M-V/def2-TZVPD" total_charge=+1 e_lumo_ev=-5.715 molar_mass_g_mol=157.262 homo_ev=-12.39 e_above_lowest_kj_mol=428.55
C -1.499 2.411 -0.486 0.22 -0.96 0.26 -0.23
C -1.318 -0.481 -0.846 1.03 1.58 -1.94 -0.38
C -0.435 0.391 0.135 0.67 -2.68 1.70 -0.51
C 0.967 -0.352 -0.026 -1.63 2.33 -0.56 -0.06
C -0.956 -0.082 1.541 3.33 3.07 0.68 -0.04
C 1.313 -1.743 0.353 2.07 2.79 2.62 0.03
C 1.962 0.440 -0.721 -2.16 1.46 2.52 0.03
N -0.490 1.851 0.091 0.21 -1.77 -1.26 0.08
N -2.594 1.828 -1.102 0.63 0.19 0.76 -0.27
S -2.975 0.210 -0.642 -0.14 -0.09 -1.04 0.98
H -1.405 3.465 -0.451 -0.58 1.13 -0.41 0.12
H -0.832 -0.479 -1.916 -1.51 -0.01 1.74 0.14
H -1.382 -1.470 -0.436 -0.01 -0.62 -0.17 0.07
H -0.172 0.261 2.325 -1.63 -0.62 -0.99 0.14
H -1.094 -1.097 1.544 -0.22 -2.51 0.30 0.04
H -1.882 0.400 1.656 -0.98 0.65 0.65 0.04
H 1.227 -2.312 -0.522 0.25 -1.26 -1.28 0.11
H 0.771 -2.105 1.199 -0.78 -0.52 0.13 0.09
H 2.413 -1.619 0.767 -1.86 -0.75 -1.27 0.17
H 1.613 1.501 -0.629 1.04 -0.42 0.39 0.13
H 1.812 0.323 -1.724 -0.57 -0.70 -3.32 0.11
H 2.927 0.127 -0.510 1.98 -0.04 0.42 0.09
H -3.406 2.403 -1.347 0.64 -0.25 0.07 0.11


Entry 10:
24
Properties=species:S:1:pos:R:3:forces:R:3:lowdin_charge:R:1 method="wB97M-V/def2-TZVPD" s_squared=0.750 total_charge=-1 spin_multiplicity=2 e_lumo_ev="3.458 / 3.438" molar_mass_g_mol=155.201 homo_ev="1.04 / -5.17" e_above_lowest_kj_mol=172.50
C 1.786 2.018 0.945 -1.21 0.47 1.49 -0.14
C -1.003 2.552 -1.325 1.59 -1.51 0.47 -0.27
C 0.845 2.145 -0.199 0.38 0.23 -2.00 -0.42
C 1.255 2.112 -1.566 -1.91 -0.22 0.25 -0.21
N -0.516 2.348 -0.019 -0.41 1.07 -3.49 0.05
N 0.004 2.332 -2.230 1.81 0.38 5.27 -0.02
H -2.020 2.706 -1.833 1.44 -0.23 1.77 0.10
H -0.109 2.270 -3.161 -0.52 -0.10 -3.93 -0.02
H 2.244 1.844 -2.148 -2.29 0.71 1.47 0.05
H 1.703 1.020 1.370 -0.09 -0.13 0.35 0.03
H 1.615 2.781 1.773 0.03 -0.94 -1.07 0.09
H 2.787 2.102 0.626 1.22 0.23 -0.51 0.03
C 0.336 -3.142 0.851 -1.49 0.86 4.32 -0.27
C 0.433 -3.164 -0.565 1.57 0.25 -6.09 -0.25
C -0.965 -2.298 1.192 0.60 -1.40 0.47 -0.54
O -2.105 -2.782 1.118 1.80 1.54 -0.05 0.00
N -0.556 -1.037 1.567 -3.89 -0.04 -0.72 0.15
H 0.223 -4.118 1.424 0.33 0.94 -1.06 0.13
H 1.177 -2.541 1.289 -0.38 -0.91 -0.32 0.09
H -0.428 -3.654 -1.127 1.13 0.33 0.91 0.09
H 1.440 -3.550 -0.965 -1.45 -0.24 0.66 0.07
H -1.312 -0.320 1.685 1.48 -0.81 0.12 0.13
H 0.332 -0.983 1.985 0.89 0.66 0.30 0.05
H 0.535 -2.129 -1.084 -0.61 -1.16 1.37 0.08


Entry 11:
24
Properties=species:S:1:pos:R:3:forces:R:3:lowdin_charge:R:1 method="wB97M-V/def2-TZVPD" total_charge=0 e_lumo_ev=0.694 molar_mass_g_mol=155.201 homo_ev=-8.48 e_above_lowest_kj_mol=36.92
C -1.463 1.501 1.590 0.32 0.98 0.98 -0.11
C -0.321 1.726 0.620 0.33 0.19 -1.03 -0.20
C 0.922 0.879 0.685 -0.82 0.36 0.18 -0.32
C 2.008 0.970 -0.143 0.21 -0.34 0.34 -0.06
N 2.830 -0.058 0.266 0.63 -0.50 -0.29 0.03
C 2.221 -0.713 1.268 -0.89 0.27 0.93 -0.21
N 1.068 -0.149 1.572 0.21 -0.28 -0.29 0.10
H -1.679 0.462 1.798 -0.03 0.02 -0.08 0.04
H -2.344 2.050 1.256 -0.11 -0.41 -0.35 0.08
H -1.258 1.990 2.548 0.25 -0.32 0.11 0.07
H -0.726 1.580 -0.386 0.02 0.08 0.00 0.09
H 0.032 2.763 0.636 -0.34 0.06 0.15 0.11
H 2.332 1.672 -0.892 -0.24 -0.06 -0.08 0.11
H 3.638 -0.418 -0.213 0.11 0.30 0.01 0.14
H 2.608 -1.517 1.874 0.39 -0.12 -0.44 0.11
C -1.902 -1.596 -0.080 -0.54 -0.45 1.23 -0.01
C -1.742 -0.912 -1.394 0.94 0.75 -0.05 -0.59
N -0.882 -1.513 -2.267 -0.10 -0.33 -0.38 0.15
O -2.250 0.154 -1.685 -0.64 -0.30 0.04 0.03
H -1.004 -2.090 0.294 0.05 -0.18 -0.39 0.08
H -2.738 -2.303 -0.092 0.27 -0.23 -0.42 0.09
H -2.194 -0.941 0.734 0.04 0.47 -0.43 0.05
H -0.911 -1.208 -3.224 0.19 0.24 0.06 0.10
H -0.191 -2.194 -2.015 -0.25 -0.19 0.19 0.09


Entry 12:
26
Properties=species:S:1:pos:R:3:forces:R:3:lowdin_charge:R:1 method="wB97M-V/def2-TZVPD" total_charge=0 e_lumo_ev=0.680 molar_mass_g_mol=203.267 homo_ev=-7.41 e_above_lowest_kj_mol=597.95
C -1.847 0.809 -0.648 0.00 1.02 0.14 -0.06
C -1.939 -0.006 0.381 -2.97 -2.73 -0.51 -0.05
C -0.681 1.751 -0.916 -0.92 -1.45 -1.92 -0.39
C -0.894 -0.245 1.418 -0.03 2.70 -0.45 -0.60
C 0.652 1.436 -0.472 2.78 -0.31 -0.30 -0.46
C 0.404 1.343 -2.880 1.73 -0.34 -0.87 -0.25
C 1.199 -1.316 1.813 -3.21 4.38 -1.37 0.03
N -0.618 1.825 -2.406 -1.22 0.19 1.00 0.04
N 1.530 -1.185 -1.672 2.96 2.57 -3.57 -0.23
N -1.353 -0.527 2.737 -2.65 -1.53 1.24 0.05
O 2.847 -1.656 -1.347 -1.15 0.46 1.46 -0.18
O -0.082 -1.243 0.985 2.03 -0.70 0.58 -0.16
S 1.705 0.788 -1.557 -2.35 -1.22 0.09 1.11
H -2.691 0.988 -1.309 0.11 -0.34 -0.04 0.11
H -2.913 -0.732 0.374 2.32 1.82 0.37 0.16
H -0.976 2.710 -0.645 -0.55 1.94 0.85 0.13
H -0.350 0.749 1.458 -0.30 -1.05 0.38 0.13
H 1.118 1.615 0.459 -0.10 0.40 0.83 0.04
H 0.595 1.444 -3.959 0.39 -0.67 0.55 0.10
H 0.841 -1.424 2.801 0.47 -1.22 1.11 0.06
H 1.660 -0.276 1.765 -0.32 -1.17 -0.05 0.10
H 1.667 -1.931 1.159 2.30 -2.53 -0.56 0.04
H 3.184 -1.954 -2.170 0.40 -0.46 -1.18 0.05
H 0.891 -1.594 -1.086 -1.80 -0.79 2.44 0.00
H -1.823 -1.495 2.674 0.82 1.83 0.30 0.12
H -2.125 0.125 3.043 1.25 -0.81 -0.53 0.11